No. 1
15
Properties=species:S:1:pos:R:3:forces:R:3 method="wB97M-V/def2-TZVPD" total_charge=+2 homo_energy_ev=-19.1
O -3.05114 0.13335 -2.80146 -0.130 -0.098 0.305
N -2.58300 -0.79719 -2.48150 -0.424 -0.277 -1.370
O -1.89144 -0.53517 -0.88078 0.664 0.061 1.094
C -0.59954 -0.85249 -0.78299 -0.759 1.040 -0.399
C 0.16322 0.02776 0.11234 -0.016 -0.515 0.224
C 1.50338 0.43365 0.03440 0.122 -1.195 0.935
C 1.72436 1.30885 1.24026 -0.045 0.501 -0.926
O 2.80163 1.57499 1.63641 0.622 0.253 0.672
O 0.53171 1.55118 1.85049 -0.144 -0.101 0.337
C -0.42292 0.65444 1.37735 -0.721 0.317 0.072
O -1.43817 0.39109 1.91870 0.582 0.175 -0.377
H -0.52406 -1.86342 -0.20057 0.516 -0.200 0.219
H -0.08746 -1.03437 -1.74215 0.105 -0.295 0.091
H 2.25285 0.21772 -0.72299 -0.070 0.323 -0.124
Pt 1.62059 -1.21037 1.44250 -0.304 0.011 -0.754


No. 2
10
Properties=species:S:1:pos:R:3:forces:R:3 method="wB97M-V/def2-TZVPD" homo_energy_ev="-7.8 / -7.8"
C -0.47986 0.96853 0.18801 2.594 -3.194 0.088
C -0.91630 -0.33927 0.03480 2.557 1.585 -0.366
C 0.88378 1.21874 0.25201 0.645 1.572 -1.442
C -0.10765 -1.48542 -0.31042 -1.082 -1.640 -0.292
C 1.20048 -1.00975 -0.31074 0.895 5.040 0.942
N 1.55443 0.13114 -0.12413 1.178 -2.594 -0.341
S -0.57549 -3.00990 -0.62161 -0.874 -1.037 -0.081
H -1.00643 1.79278 0.41781 -2.628 2.328 0.622
H -1.87362 -0.50046 0.30421 -3.182 -1.055 0.347
H 1.32066 2.23362 0.17004 -0.105 -1.006 0.522


No. 3
15
Properties=species:S:1:pos:R:3:forces:R:3 method="wB97M-V/def2-TZVPD" total_charge=+1 homo_energy_ev=-11.5
O -0.27811 2.23671 -3.98642 0.101 -0.529 3.932
C -0.20298 2.02225 -2.85708 0.220 1.308 -5.843
Sn -0.38372 0.63592 -0.86972 -0.276 0.278 -1.904
C -0.45209 1.12013 1.50032 -0.177 0.476 7.191
O -0.54932 1.07242 2.64127 0.056 0.073 -2.863
C -0.30751 -1.76486 0.02428 -0.049 -3.246 0.089
O -0.25792 -2.90261 -0.03299 -0.076 2.615 0.208
C 2.08464 0.60220 -0.49395 3.371 -0.949 0.635
O 3.09890 0.37970 -0.02882 -2.233 0.678 -0.858
C -2.91301 0.50951 -0.54640 -3.963 -1.380 1.004
O -3.91556 0.18470 -0.10037 2.767 1.020 -1.070
H -0.47659 -0.58707 -2.12445 0.107 -0.334 -0.662
O 1.43691 -1.15781 1.90282 0.179 0.166 0.632
H 2.14029 -0.67956 2.38115 -0.356 -0.393 -0.214
H 0.97608 -1.67162 2.59035 0.326 0.218 -0.278